The following is a DFT calculation (wB97M-V/def2-TZVPD) of one molecule with the formula C8H9NO3.

- Highest occupied orbital energy: -9.11 eV
- Gap between HOMO and LUMO: 8.64 eV
- Energy relative to the best compared isomer or geometry (same formula, charge and spin): 1.201 eV
- Spin multiplicity: 1

XYZ file:
```
21
C8H9NO3 | the OMol25 dataset | wB97M-V/def2-TZVPD
C -0.869 3.584 -1.289
C -0.490 2.628 -0.125
C -0.581 1.137 -0.468
C -1.413 -0.588 -1.701
C -0.646 -1.513 -0.995
C 0.264 -1.089 -0.005
C 0.870 -2.048 0.982
C 0.277 0.243 0.296
H -0.877 4.554 -0.819
H -0.171 3.520 -2.100
H -1.760 3.283 -1.804
H 0.459 2.840 0.210
H -1.242 2.914 0.618
H -1.996 -0.816 -2.550
H -0.675 -2.533 -1.206
H 0.672 -1.374 2.777
H 1.624 0.034 1.648
N -1.450 0.749 -1.367
O 1.346 -1.521 2.202
O 1.126 -3.246 0.765
O 1.234 0.794 1.112
```


The following is a DFT calculation (wB97M-V/def2-TZVPD) of C34H56MnN5O4PSi2Te as an isolated structure.

- Highest occupied orbital energy (alpha / beta): -7.70 / -7.79 eV
- Gap between HOMO and LUMO (alpha / beta): 7.55 / 7.63 eV
- Expectation value of S²: 8.756
- Spin multiplicity: 6

XYZ file:
```
104
C34H56MnN5O4PSi2Te | the OMol25 dataset | wB97M-V/def2-TZVPD
Mn -0.101 0.779 0.087
C 2.006 1.362 3.058
C 1.926 1.975 1.681
C 2.482 1.290 0.580
C 3.280 0.023 0.799
C 2.474 1.893 -0.688
C 3.021 1.177 -1.899
C 1.977 3.194 -0.845
C 2.070 3.856 -2.195
C 1.381 3.843 0.233
C 0.689 5.171 0.042
C 1.368 3.243 1.500
C 0.748 4.001 2.646
H 1.117 1.573 3.648
H 2.863 1.755 3.613
H 2.112 0.281 3.011
H 2.685 -0.887 0.689
H 3.733 0.014 1.789
H 4.093 -0.039 0.083
H 2.342 1.292 -2.745
H 3.148 0.113 -1.721
H 3.991 1.586 -2.197
H 1.227 3.560 -2.826
H 2.985 3.569 -2.710
H 2.073 4.940 -2.112
H -0.206 5.228 0.661
H 0.374 5.314 -0.989
H 1.335 6.011 0.315
H -0.344 3.984 2.573
H 1.054 5.047 2.628
H 1.029 3.600 3.616
C -0.225 -4.948 -3.756
Si -1.368 -4.337 -2.415
C -2.698 -3.287 -3.154
C -2.130 -5.781 -1.508
C -0.342 -3.421 -1.137
Te 0.856 -1.821 -1.891
C 2.551 -3.076 -2.306
Si 3.637 -3.764 -0.943
C 2.774 -3.962 0.703
C 5.138 -2.665 -0.697
C 4.223 -5.439 -1.515
H -0.795 -5.414 -4.563
H 0.493 -5.685 -3.383
H 0.331 -4.109 -4.185
H -3.290 -3.888 -3.851
H -2.284 -2.433 -3.696
H -3.364 -2.880 -2.390
H -2.752 -6.385 -2.175
H -2.770 -5.421 -0.696
H -1.368 -6.435 -1.074
H 0.358 -4.120 -0.677
H -0.964 -2.994 -0.346
H 3.175 -2.491 -2.989
H 2.136 -3.892 -2.905
H 2.211 -3.061 0.968
H 3.521 -4.139 1.483
H 2.082 -4.808 0.713
H 5.111 -2.151 0.265
H 5.228 -1.909 -1.483
H 6.049 -3.270 -0.720
H 3.381 -6.119 -1.676
H 4.891 -5.896 -0.780
H 4.770 -5.354 -2.459
N -2.755 -0.516 -1.158
C -1.659 -0.374 -0.811
O -1.530 2.474 0.275
C -1.419 2.707 -0.966
O -0.568 2.122 -1.676
C -2.316 3.732 -1.590
C -3.195 4.468 -0.806
C -4.014 5.430 -1.383
C -3.958 5.660 -2.748
C -3.074 4.915 -3.503
C -2.252 3.952 -2.957
N -3.002 5.166 -4.967
O -3.792 5.959 -5.437
O -2.169 4.555 -5.601
H -3.228 4.268 0.257
H -4.699 6.002 -0.771
H -4.581 6.399 -3.230
H -1.575 3.379 -3.574
C -2.558 -2.208 4.142
N -1.391 -1.531 4.714
C -1.849 -0.320 5.400
N -2.633 0.586 4.560
C -3.758 -0.164 3.997
N -3.358 -1.362 3.263
C -2.635 -1.016 2.039
P -1.062 -0.074 2.379
C -0.395 -1.216 3.691
C -1.811 1.192 3.513
H -3.191 -2.539 4.967
H -2.223 -3.085 3.586
H -0.983 0.215 5.795
H -2.478 -0.628 6.236
H -4.326 0.488 3.332
H -4.403 -0.469 4.823
H -3.258 -0.408 1.386
H -2.391 -1.919 1.477
H 0.467 -0.753 4.170
H -0.048 -2.137 3.215
H -2.411 1.871 2.903
H -1.020 1.785 3.975
```


The following is a DFT calculation (wB97M-V/def2-TZVPD) of a 8-piece molecular cluster, C49H56BBrN2O7PS overall.

- Highest occupied orbital energy: -5.64 eV
- Gap between HOMO and LUMO: 7.61 eV
- Net charge: -1
- Spin multiplicity: 1

XYZ file:
```
118
C49H56BBrN2O7PS | the OMol25 dataset | wB97M-V/def2-TZVPD
N 1.946 1.805 -0.021
C 3.022 1.605 0.978
C 2.654 0.608 2.093
C 3.728 -0.447 2.338
C 3.289 -1.310 3.569
B 4.079 -1.085 4.909
O 3.905 0.052 5.652
O 4.923 -2.100 5.408
C 5.063 0.356 2.570
O 6.055 -0.192 2.057
O 4.957 1.430 3.195
N 3.924 -1.305 1.133
C 2.768 -1.556 0.299
C 1.637 -2.329 0.970
O 1.678 -3.230 1.703
Br -0.169 -1.676 0.390
P 5.098 -2.529 1.106
O 5.757 -2.745 2.528
O 6.277 -1.961 0.218
S 4.442 -4.226 0.399
H 2.378 2.071 -0.898
H 1.382 2.598 0.256
H 3.316 2.541 1.448
H 3.898 1.236 0.448
H 2.554 1.152 3.027
H 1.682 0.166 1.882
H 3.333 -2.364 3.309
H 2.238 -1.097 3.781
H 4.744 0.488 5.847
H 4.409 -2.740 5.910
H 3.066 -2.192 -0.536
H 2.348 -0.653 -0.130
H 5.336 -3.507 2.951
H 6.175 -1.002 0.142
C 2.630 7.458 -1.869
C 3.358 6.314 -1.574
C 2.946 5.474 -0.549
C 1.805 5.777 0.180
C 1.074 6.919 -0.118
C 1.487 7.760 -1.142
H 2.952 8.114 -2.669
H 4.247 6.074 -2.143
H 3.515 4.583 -0.315
H 1.485 5.122 0.981
H 0.181 7.153 0.447
H 0.918 8.652 -1.373
C 3.984 -7.508 -2.726
C 5.000 -7.108 -1.869
C 6.242 -7.723 -1.941
C 6.469 -8.730 -2.869
C 5.452 -9.127 -3.726
C 4.208 -8.517 -3.653
H 3.015 -7.028 -2.669
H 4.827 -6.318 -1.148
H 7.033 -7.412 -1.271
H 7.440 -9.206 -2.925
H 5.629 -9.912 -4.451
H 3.413 -8.827 -4.319
C -6.036 -0.268 -0.891
C -4.677 -0.353 -1.157
C -3.815 -0.901 -0.217
C -4.316 -1.376 0.987
C -5.677 -1.299 1.251
C -6.537 -0.740 0.315
H -6.704 0.170 -1.622
H -4.286 0.014 -2.099
H -2.754 -0.955 -0.424
H -3.641 -1.805 1.717
H -6.067 -1.669 2.191
H -7.597 -0.669 0.522
C -10.111 3.332 -0.703
C -8.750 3.235 -0.964
C -7.901 2.677 -0.020
C -8.413 2.213 1.184
C -9.772 2.309 1.446
C -10.622 2.870 0.502
H -10.773 3.768 -1.440
H -8.349 3.596 -1.902
H -6.841 2.604 -0.220
H -7.747 1.774 1.916
H -10.170 1.944 2.384
H -11.682 2.948 0.706
C -3.894 3.482 -3.304
C -4.341 3.363 -1.998
C -4.981 4.429 -1.382
C -5.183 5.615 -2.073
C -4.733 5.734 -3.382
C -4.085 4.670 -3.997
H -3.387 2.651 -3.779
H -4.189 2.439 -1.454
H -5.317 4.328 -0.358
H -5.687 6.444 -1.594
H -4.887 6.658 -3.924
H -3.727 4.766 -5.014
C 1.869 -4.615 5.318
C 1.811 -5.001 6.650
C 1.234 -6.215 6.994
C 0.721 -7.042 6.005
C 0.782 -6.655 4.673
C 1.355 -5.439 4.327
H 2.313 -3.667 5.041
H 2.215 -4.356 7.421
H 1.184 -6.517 8.033
H 0.273 -7.991 6.272
H 0.384 -7.302 3.902
H 1.404 -5.129 3.291
C 0.733 3.987 -5.783
C 0.604 3.720 -4.427
C -0.056 2.574 -4.007
C -0.581 1.694 -4.942
C -0.450 1.960 -6.298
C 0.206 3.108 -6.719
H 1.247 4.882 -6.111
H 1.013 4.403 -3.697
H -0.163 2.368 -2.949
H -1.093 0.798 -4.613
H -0.859 1.271 -7.027
H 0.307 3.317 -7.776
```


The following is a DFT calculation (wB97M-V/def2-TZVPD) of C22H21BF2N2ORh as an isolated structure.

- Highest occupied orbital energy (alpha / beta): -10.94 / -10.93 eV
- Gap between HOMO and LUMO (alpha / beta): 6.32 / 6.31 eV
- Net charge: +1
- Energy relative to the best compared isomer or geometry (same formula, charge and spin): 1.916 eV
- Spin multiplicity: 1

XYZ file:
```
50
C22H21BF2N2ORh | the OMol25 dataset | wB97M-V/def2-TZVPD
Rh 0.144 -0.606 -1.131
C 5.615 -1.145 1.893
C 4.875 -2.047 2.652
C 3.661 -2.501 2.189
C 3.162 -2.043 0.946
C 3.923 -1.126 0.184
C 5.136 -0.691 0.661
N 1.976 -2.583 0.571
N 1.345 -2.157 -0.510
C 0.665 -3.073 -1.300
C 0.720 -4.461 -1.374
C -0.070 -5.035 -2.358
C -0.868 -4.255 -3.202
C -0.931 -2.862 -3.097
C -0.156 -2.283 -2.119
H 6.574 -0.799 2.256
H 5.258 -2.397 3.601
H 3.067 -3.210 2.752
H 3.553 -0.794 -0.770
H 5.726 0.001 0.076
H 1.347 -5.048 -0.717
H -0.066 -6.109 -2.482
H -1.463 -4.750 -3.959
H -1.565 -2.282 -3.753
F 0.548 0.326 -3.805
B 1.187 -0.103 -2.734
F 2.509 -0.149 -2.790
C -2.631 4.563 3.362
C -2.527 3.684 2.152
C -1.341 3.016 1.852
C -1.224 2.196 0.746
C 0.113 1.525 0.543
C -2.345 2.041 -0.109
C -2.330 1.230 -1.305
O -1.379 0.602 -1.776
C -3.556 2.713 0.184
C -4.787 2.596 -0.681
C -3.619 3.517 1.308
H -1.681 4.641 3.885
H -3.374 4.166 4.055
H -2.955 5.565 3.079
H -0.487 3.145 2.506
H 0.837 1.884 1.270
H 0.526 1.716 -0.451
H 0.033 0.441 0.752
H -3.257 1.191 -1.884
H -5.170 1.575 -0.706
H -4.598 2.912 -1.708
H -5.575 3.231 -0.285
H -4.544 4.035 1.533
```


The following is a DFT calculation (wB97M-V/def2-TZVPD) of a 2-piece molecular cluster, C8H6NO3S3 overall.

- Highest occupied orbital energy (alpha / beta): -4.73 / -4.71 eV
- Gap between HOMO and LUMO (alpha / beta): 6.46 / 6.44 eV
- Net charge: -1
- Energy relative to the best compared isomer or geometry (same formula, charge and spin): 0.397 eV
- Spin multiplicity: 1

XYZ file:
```
21
C8H6NO3S3 | the OMol25 dataset | wB97M-V/def2-TZVPD
C -2.218 0.005 -1.430
C -2.963 0.593 -0.398
C -0.826 0.234 -1.543
C -2.287 1.463 0.514
C -0.274 1.019 -0.500
C 3.111 -1.137 1.859
C 1.987 -1.173 1.394
C 1.139 0.925 -0.330
N -1.015 1.675 0.450
O -0.555 -1.216 0.677
O 0.590 -3.328 0.846
O 1.088 -1.702 -0.924
S 3.873 1.749 0.327
S 1.985 1.889 0.774
S 0.678 -1.929 0.416
H -2.730 -0.542 -2.174
H -4.140 0.391 -0.366
H -0.094 -0.195 -2.171
H -3.015 1.738 1.282
H 4.028 -0.871 2.324
H 1.638 0.413 -1.026
```


The following is a DFT calculation (wB97M-V/def2-TZVPD) of C48H64AgO4S as an isolated structure.

- Highest occupied orbital energy: -3.84 eV
- Gap between HOMO and LUMO: 6.36 eV
- Net charge: -1
- Spin multiplicity: 1

XYZ file:
```
118
C48H64AgO4S | the OMol25 dataset | wB97M-V/def2-TZVPD
Ag -0.018 0.076 -1.579
C -2.762 -0.141 -3.680
O -2.329 -0.636 -2.431
C -2.686 0.022 -1.260
C -2.866 -0.837 -0.155
C -2.594 -2.310 -0.273
C -1.217 -2.893 0.035
C -1.194 -4.275 0.125
C -0.022 -5.010 0.231
C 1.161 -4.280 0.143
C 1.198 -2.901 0.047
C 2.577 -2.315 -0.250
C 2.840 -0.839 -0.141
C 3.443 -0.354 1.005
C 3.888 0.958 1.105
C 3.580 1.803 0.055
C 2.938 1.385 -1.110
C 2.523 2.498 -2.055
C 1.197 3.074 -1.597
C 1.167 4.112 -0.692
C -0.019 4.678 -0.233
C -1.201 4.115 -0.693
C -1.224 3.074 -1.600
C -2.552 2.502 -2.058
C -2.968 1.389 -1.115
C -3.613 1.802 0.051
C -3.920 0.951 1.097
C -3.472 -0.360 0.992
C -4.747 1.365 2.307
C -6.034 0.523 2.324
C -3.951 1.123 3.595
C -5.146 2.841 2.264
C -0.014 2.523 -2.115
O -0.013 1.647 -3.074
C 0.030 5.872 0.711
C -1.368 6.376 1.085
C 0.758 5.472 2.002
C 0.784 7.019 0.019
C 2.658 0.017 -1.249
O 2.300 -0.646 -2.417
C 2.726 -0.149 -3.668
C 4.717 1.380 2.311
C 5.116 2.856 2.258
C 6.003 0.538 2.329
C 3.923 1.147 3.602
C -0.009 -2.135 0.106
O -0.004 -0.864 0.292
C 0.016 -6.529 0.337
C 0.708 -7.097 -0.913
C 0.790 -6.949 1.595
C -1.382 -7.149 0.447
H -3.733 0.361 -3.596
H -2.852 -1.012 -4.332
H -2.017 0.534 -4.110
H -2.815 -2.585 -1.311
H -3.315 -2.830 0.369
H -2.149 -4.784 0.113
H 2.109 -4.808 0.144
H 2.810 -2.596 -1.285
H 3.295 -2.825 0.403
H 3.606 -1.048 1.817
H 3.846 2.847 0.109
H 2.405 2.180 -3.086
H 3.283 3.285 -2.026
H 2.113 4.511 -0.345
H -2.154 4.502 -0.355
H -2.437 2.185 -3.089
H -3.310 3.291 -2.026
H -3.879 2.845 0.109
H -3.633 -1.060 1.799
H -5.803 -0.539 2.349
H -6.619 0.721 1.428
H -6.641 0.764 3.196
H -3.733 0.068 3.732
H -4.509 1.470 4.463
H -3.005 1.658 3.553
H -5.740 3.056 1.380
H -4.264 3.476 2.261
H -5.742 3.093 3.139
H -1.930 5.598 1.597
H -1.916 6.682 0.196
H -1.292 7.236 1.751
H 0.252 4.625 2.462
H 0.776 6.299 2.713
H 1.783 5.177 1.793
H 0.265 7.304 -0.894
H 1.791 6.711 -0.249
H 0.853 7.893 0.669
H 3.696 0.355 -3.588
H 1.978 0.524 -4.096
H 2.817 -1.020 -4.321
H 5.708 3.066 1.371
H 5.715 3.112 3.130
H 4.234 3.490 2.255
H 6.587 0.733 1.431
H 5.772 -0.523 2.357
H 6.612 0.781 3.198
H 2.979 1.685 3.559
H 4.485 1.498 4.466
H 3.704 0.093 3.745
H 1.721 -6.713 -1.004
H 0.158 -6.814 -1.809
H 0.757 -8.185 -0.868
H 1.803 -6.559 1.580
H 0.842 -8.036 1.679
H 0.288 -6.560 2.478
H -1.991 -6.916 -0.422
H -1.887 -6.785 1.339
H -1.301 -8.234 0.520
C -1.377 -4.232 -3.324
S -0.053 -3.154 -3.932
C 1.354 -4.138 -3.348
H -1.351 -5.180 -3.859
H -2.314 -3.723 -3.517
H -1.244 -4.383 -2.255
H 1.274 -4.257 -2.270
H 2.251 -3.583 -3.599
H 1.360 -5.104 -3.849
```


The following is a DFT calculation (wB97M-V/def2-TZVPD) of C26H21BrIrN9O2S2 as an isolated structure.

- Highest occupied orbital energy (alpha / beta): -10.30 / -10.45 eV
- Gap between HOMO and LUMO (alpha / beta): 6.67 / 4.32 eV
- Net charge: +1
- Energy relative to the best compared isomer or geometry (same formula, charge and spin): 0.091 eV
- Expectation value of S²: 8.806
- Spin multiplicity: 6

XYZ file:
```
62
C26H21BrIrN9O2S2 | the OMol25 dataset | wB97M-V/def2-TZVPD
Ir -0.465 0.533 0.151
N 1.164 2.686 3.926
C 0.745 2.289 2.722
S 1.196 0.690 2.241
N 0.048 3.133 2.003
N -0.401 2.771 0.829
C -1.108 3.591 0.124
C -1.570 3.192 -1.176
C -2.244 4.081 -2.022
C -2.644 3.650 -3.270
C -2.353 2.349 -3.657
C -1.690 1.526 -2.761
N -1.317 1.928 -1.557
H 1.658 2.033 4.509
H 0.906 3.592 4.279
H -1.348 4.585 0.490
H -2.449 5.085 -1.688
H -3.171 4.310 -3.940
H -2.657 1.973 -4.620
H -1.460 0.501 -3.020
N -1.991 -3.618 -1.108
C -1.365 -2.450 -0.930
S -2.367 -1.032 -0.863
N -0.061 -2.431 -0.921
N 0.595 -1.312 -0.731
C 1.839 -1.197 -1.101
C 2.585 -2.259 -1.785
C 2.478 -3.592 -1.384
C 3.158 -4.582 -2.069
C 3.927 -4.264 -3.178
C 4.032 -2.944 -3.589
C 3.376 -1.946 -2.895
C 2.438 0.123 -0.936
C 3.819 0.317 -0.860
C 4.318 1.606 -0.819
C 3.429 2.670 -0.896
C 2.073 2.394 -0.916
N 1.583 1.161 -0.905
H -2.995 -3.645 -1.155
H -1.468 -4.475 -1.180
H 1.887 -3.844 -0.518
H 3.081 -5.608 -1.742
H 4.441 -5.042 -3.723
H 4.620 -2.693 -4.460
H 3.445 -0.921 -3.231
H 4.475 -0.538 -0.828
H 5.382 1.774 -0.756
H 3.775 3.690 -0.928
H 1.352 3.199 -0.960
Br -6.270 0.046 5.441
C -4.639 -0.743 4.882
C -4.124 -1.840 5.569
N -3.022 -2.443 5.182
C -2.356 -2.005 4.134
C -2.768 -0.885 3.415
C -3.945 -0.245 3.790
C -1.953 -0.383 2.265
O -1.103 -1.143 1.751
O -2.137 0.779 1.843
H -4.621 -2.240 6.442
H -1.463 -2.547 3.856
H -4.299 0.610 3.231
```